# 1
C6H14 | ωB97M-V with the def2-TZVPD basis set

Geometry as XYZ:
```
20
Properties=species:S:1:pos:R:3:lowdin_charge:R:1
C 1.4856 1.6684 0.8257 -0.09
H -0.1100 1.6646 -0.6020 0.14
C -2.3489 -1.5704 0.5474 -0.12
H -2.1003 -1.9755 1.5225 0.06
C -1.4018 -0.7597 -0.1408 -0.36
H 0.9113 2.1621 1.6184 0.08
C 1.4040 0.3047 -1.2805 -0.10
H 2.1871 0.9721 1.3026 0.08
H -1.7639 -0.2371 -1.0257 0.13
H -0.7958 0.4415 1.4381 0.13
H 0.3528 -0.8451 1.0938 0.13
H 0.7769 -0.1441 -2.0563 0.06
H -3.3128 -1.7891 0.1040 0.05
H 2.0553 -0.4868 -0.8889 0.08
H 2.0398 1.0668 -1.7475 0.08
H -0.4319 -1.7265 -1.0880 0.12
H -1.3188 -2.0202 -0.3974 0.10
C 0.5747 0.9267 -0.1555 -0.45
H 2.0772 2.4320 0.3091 0.08
C -0.2805 -0.0844 0.6208 -0.20
```

Calculated values
HOMO-LUMO gap: 8.1 eV
E_LUMO: 0.963 eV
total charge: 0
energy relative to the best compared isomer or geometry (same formula, charge and spin): 5.258 eV
largest force on an atom: 0.0067 hartree/bohr

=====

# 2
C18H31F6NO5 | ωB97M-V with the def2-TZVPD basis set

Geometry as XYZ:
```
61
Properties=species:S:1:pos:R:3:lowdin_charge:R:1
O 1.7272 3.6127 1.8830 0.14
H -4.5383 -4.9433 1.1259 0.12
C 0.9838 4.3985 1.3000 -0.33
H 4.6360 4.8292 1.3062 0.07
C 6.4552 5.3703 0.2551 -0.21
H -4.9053 -2.5823 1.9906 0.12
C -3.0008 -1.0943 -0.1706 -0.16
H -0.4613 2.5296 -0.9422 0.13
F 7.5102 1.4099 0.6532 0.14
H 1.0430 2.2158 -0.0794 0.13
H 1.0673 -3.8636 -2.0900 0.11
C 6.8862 1.7544 -0.5100 -0.47
C -0.8650 -1.6090 -1.1235 -0.19
C 0.8485 -5.0053 -0.0840 -0.04
H -3.0043 -4.2099 -1.7225 0.06
H -6.2764 -4.2261 0.9888 0.13
C 0.8162 -3.7666 -0.9295 -0.16
H -0.2881 1.9199 2.0593 0.08
H 7.3033 6.0471 0.4044 0.13
F 6.0405 0.7264 -0.8036 0.14
C -3.8127 -5.0720 -1.5555 -0.12
H -0.8680 0.8129 0.8006 0.05
H -6.3893 -2.4033 -1.2826 0.08
F 7.8491 1.7429 -1.4755 0.14
C 6.1776 3.1045 -0.4219 -0.32
H -6.4473 -3.5122 -2.8057 0.08
H -3.4535 -5.7627 -0.6549 0.08
C 5.5081 5.4772 1.4367 -0.06
O -1.5658 -0.7729 -0.1271 -0.29
H 6.0055 5.1575 2.3580 0.09
H -2.7538 -2.2302 1.8243 0.14
C -5.2367 -4.3960 -1.0400 -0.36
C -5.1631 -4.0980 0.5764 -0.23
C -0.7679 1.8657 1.0773 -0.06
H -2.6597 -3.3521 0.3133 0.11
H 5.1576 6.5053 1.5602 0.08
C -3.2586 -2.4546 0.7667 -0.19
H 1.0106 -5.0065 1.0791 0.06
N -4.7411 -2.6929 0.9448 -0.11
F 1.6239 6.3111 2.6237 0.14
F 1.5441 6.5754 0.4604 0.14
H -3.3509 -1.2851 -1.2847 0.11
H -4.8033 -2.5274 -2.4364 0.07
H -1.5276 -2.5039 -1.5025 0.10
C -5.7199 -3.1126 -1.9477 -0.12
H -3.5645 -0.1652 0.3193 0.14
O 6.9937 4.0435 0.1543 0.01
H 1.3788 -1.5851 -0.5076 0.11
H 0.7233 -6.0353 -0.6355 0.06
H -0.5168 -0.9095 -2.0249 0.14
O 5.0451 3.3434 -0.8346 0.14
C 0.4477 -2.2784 -0.3389 -0.17
H 5.9696 5.6656 -0.6826 0.13
F -0.3025 6.4117 1.6096 0.14
H -6.0590 -5.2455 -1.2038 0.13
O 0.0764 4.0234 0.3431 0.01
C 0.9624 5.9124 1.5004 -0.47
H -1.7661 2.3013 1.1879 0.09
H -3.9177 -5.7177 -2.5267 0.08
C 0.0310 2.6229 0.0317 -0.20
H 0.1632 -2.2708 0.8099 0.13
```

Calculated values
HOMO-LUMO gap: 9.8 eV
E_LUMO: 0.693 eV
total charge: 0
largest force on an atom: 0.0813 hartree/bohr

=====

# 3
C20H47N5O3P | ωB97M-V with the def2-TZVPD basis set

Geometry as XYZ:
```
76
Properties=species:S:1:pos:R:3:lowdin_charge:R:1
P -4.2495 -2.9529 1.9242 0.77
O -3.4121 -2.0865 0.9520 -0.37
H -3.1412 2.1358 -0.5535 0.14
H 0.1907 -0.2031 -2.7899 0.15
H 1.5658 1.3265 -2.0624 0.10
H -2.4592 -1.1819 3.1761 0.07
H 4.0863 3.9442 -1.9875 0.11
H 7.2141 -0.9481 -0.8644 0.09
H -5.3898 -2.8320 4.8668 0.08
H -5.8958 -3.4712 -1.2522 0.08
N -5.2123 -3.9490 3.0420 -0.26
H 4.0917 4.9828 -0.3695 0.12
H -0.4464 -0.8107 -0.7753 0.20
C 1.2977 3.5550 -1.2502 -0.18
H -4.2299 -3.6708 -0.7448 0.06
H -7.3499 -2.4770 1.8206 0.05
H 8.5190 0.2472 -0.1341 0.09
H 6.0814 3.8633 0.2324 0.12
C -5.7711 -0.8398 2.9628 -0.13
C 4.0101 3.8956 -0.8204 -0.21
H -3.8899 -5.6244 2.9976 0.09
N -5.5571 -3.0427 0.8010 -0.31
C -1.1036 1.0657 -0.0390 -0.10
H 0.4571 3.7132 -0.4531 0.09
C -1.9662 2.3398 -0.5976 -0.19
H -2.0892 -0.4733 -1.0636 0.18
H -6.5960 -1.4523 3.3317 0.07
N -1.5460 2.8746 -1.9442 -0.07
C -3.4139 -0.6486 3.1027 -0.16
H -5.1332 -5.6456 1.7435 0.07
H 5.5483 2.3653 -2.4219 0.11
H 2.4186 3.3669 0.7632 0.12
H 8.9455 -1.6048 -0.4410 0.11
C 6.1221 2.2139 -1.4133 -0.21
H 8.4071 2.3406 -0.7768 0.12
H -5.5841 -6.0230 3.3910 0.09
C 5.3464 3.0698 -0.2486 -0.20
H -3.5097 -0.0644 4.0265 0.09
C 8.8779 -0.3672 -2.4044 -0.29
H -7.2363 -4.1972 1.4417 0.08
H -5.7331 -0.0002 3.6681 0.09
H 8.4904 2.5500 -3.8756 0.15
H -5.4906 -4.5485 5.0715 0.09
H -0.0069 1.3773 0.3093 0.16
H -1.7921 3.2266 0.1827 0.14
O 9.4188 0.9905 -2.6953 -0.12
H 7.8383 3.7924 -1.8615 0.12
C 1.0385 2.3579 -2.3321 -0.16
N -4.5296 -1.5980 2.9622 -0.35
C -6.9803 -3.1899 1.0925 -0.13
H -7.5795 -3.0002 0.1939 0.09
H 6.1368 1.0757 -1.0786 0.10
H -1.6546 0.6444 0.9304 0.14
H -3.3646 0.0478 2.2598 0.05
H 7.3128 1.1208 -3.3544 0.13
C 7.6842 2.6431 -1.6659 -0.17
H 1.5760 4.5248 -1.8646 0.13
N -1.1270 -0.0459 -1.0634 0.01
C 8.2067 1.8122 -2.9936 -0.18
H 5.0020 2.3368 0.6136 0.11
C 8.3534 -0.6660 -0.8706 -0.03
H -1.6444 -0.0252 -3.2041 0.15
H -5.4278 -4.8763 -0.2739 0.07
C -0.5293 2.0092 -2.6480 -0.28
C -4.9364 -5.3792 2.7837 -0.14
H -2.4514 2.9449 -2.4979 0.13
C -5.2650 -3.8051 -0.4185 -0.15
C -4.9783 -3.7719 4.4903 -0.12
H -3.9094 -3.8121 4.7294 0.09
H -6.0090 -0.4376 1.9748 0.09
H 2.8261 1.9347 -0.3914 0.10
O 8.8091 -1.3529 -3.3193 -0.02
H 1.5565 2.7031 -3.3498 0.13
H -0.6796 2.2120 -3.8154 0.16
C 2.6493 3.0974 -0.3766 -0.23
C -0.8073 0.3735 -2.4795 -0.09
```

Calculated values
HOMO-LUMO gap: 7.0 eV
E_LUMO: -3.615 eV
total charge: +1
largest force on an atom: 0.1761 hartree/bohr

=====

# 4
C10H20Si | ωB97M-V with the def2-TZVPD basis set

Geometry as XYZ:
```
31
Properties=species:S:1:pos:R:3:lowdin_charge:R:1
H 2.4897 -1.1816 1.7272 -0.01
C -2.2940 0.8979 1.0838 -0.11
C -1.0446 0.2058 1.5472 -0.41
H 3.0815 -0.0398 0.4995 -0.01
H -0.0170 2.8580 0.0932 0.06
H -1.6507 0.0956 3.5627 0.06
H -0.8773 0.2443 -2.4940 0.07
H -2.8230 0.2809 0.3560 0.08
H -1.2965 -3.5454 -0.8559 0.06
C 0.8277 2.5017 -0.4895 -0.13
H -1.9647 -2.1852 0.1637 0.04
C 1.1504 -2.4911 -1.3088 -0.12
H -2.9616 1.1022 1.9203 0.08
C -0.8942 -0.1214 2.8237 -0.01
C -0.6334 1.2251 -2.0881 -0.13
H -0.3801 1.8861 -2.9163 0.07
H 1.0399 3.2362 -1.2652 0.08
H -0.0099 -0.6183 3.1801 0.05
H 1.6892 2.4400 0.1709 0.06
C -1.1375 -2.5778 -0.4027 0.00
H 2.3536 0.5668 2.0060 -0.01
H 1.4182 0.8432 -1.6805 0.10
H -1.5221 1.6223 -1.6046 0.06
C 0.0082 -1.9172 -0.5258 -0.41
H 2.0523 -2.4940 -0.6994 0.07
H 1.3502 -1.8767 -2.1857 0.07
C 0.5325 1.1338 -1.1034 -0.48
Si 0.2872 -0.2093 0.2566 0.82
C 2.3406 -0.2176 1.2643 -0.12
H -2.0520 1.8433 0.5998 0.06
H 0.9374 -3.5076 -1.6351 0.07
```

Calculated values
HOMO-LUMO gap: 9.9 eV
E_LUMO: 0.896 eV
total charge: 0
energy relative to the best compared isomer or geometry (same formula, charge and spin): 0.000 eV
largest force on an atom: 0.0648 hartree/bohr

=====

# 5
C21H20FN3O3S2 | ωB97M-V with the def2-TZVPD basis set

Geometry as XYZ:
```
50
Properties=species:S:1:pos:R:3:lowdin_charge:R:1
H -2.8239 -3.2550 1.7965 0.11
H 4.1094 1.8957 -0.2472 0.12
O -1.2123 -1.5895 3.1729 -0.31
H -1.5236 -1.5695 -2.6151 0.09
C 1.3210 2.6998 2.3899 -0.05
H -2.5455 0.6916 0.9529 0.05
O -4.7712 -0.2236 -1.4224 0.05
C 3.1538 -0.0046 -0.5404 -0.17
N -0.1413 0.5500 -1.8560 0.00
C -3.5851 -0.3756 -1.6515 -0.53
C -0.6810 1.4418 -1.0728 -0.52
H -0.3802 3.9485 2.7944 0.11
H 2.4980 -2.0044 -0.8803 0.11
H 6.3887 0.9348 -0.1152 0.12
S -2.3215 1.9588 -1.4499 1.02
O -0.3550 -0.8796 0.9969 -0.31
C -3.9944 -0.9195 1.1595 -0.16
H -0.7885 -1.8125 -1.0357 0.06
H -1.5847 3.2830 0.7396 0.09
C 1.2676 1.4541 0.3337 -0.10
H -3.5846 1.0515 -3.2439 0.09
C 5.6946 -1.0625 -0.4156 -0.27
C -0.6048 2.8869 0.9641 -0.05
N 1.0855 0.1246 -1.6529 0.10
H -4.4530 -1.4617 1.9880 0.13
C 0.0658 3.2500 2.1021 -0.06
C -1.6954 -1.9644 -1.6205 -0.05
C 1.7921 0.5376 -0.6327 -0.19
C 3.3542 -1.3727 -0.7068 -0.01
C 5.5283 0.3030 -0.2702 0.00
C 4.2511 0.8283 -0.3326 -0.03
S -1.4844 -1.2809 1.7965 0.71
N -2.8292 -1.3051 -1.0013 -0.06
H -4.7615 -0.3168 0.6758 0.11
H 1.8189 2.9726 3.3087 0.11
C -3.4154 -1.9579 0.1747 -0.30
C 4.6244 -1.9109 -0.6377 0.00
H 2.8707 1.3763 1.7638 0.12
H -3.0156 0.3595 2.6409 0.11
F 6.9392 -1.5800 -0.3469 0.06
H -1.9058 -3.0328 -1.7212 0.10
H -1.9740 0.2609 -3.0662 0.06
H -1.6592 -3.2897 0.4554 0.10
C 1.9146 1.8163 1.5267 0.00
H -4.2146 -2.6424 -0.1464 0.16
C -2.3655 -2.6778 0.9994 -0.15
C -2.8449 -0.0732 1.6620 -0.18
C -2.8667 0.6076 -2.5567 -0.32
H 4.7958 -2.9692 -0.7553 0.12
C -0.0220 1.9737 0.0728 -0.18
```

Calculated values
HOMO-LUMO gap: 8.3 eV
E_LUMO: -0.136 eV
total charge: 0
energy relative to the best compared isomer or geometry (same formula, charge and spin): 0.000 eV
largest force on an atom: 0.0286 hartree/bohr

=====

# 6
C2H12N2O3 | ωB97M-V with the def2-TZVPD basis set

Geometry as XYZ:
```
19
Properties=species:S:1:pos:R:3:lowdin_charge:R:1
N -0.3554 0.8766 -1.7934 0.00
O -1.0166 -1.8497 -0.8313 -0.09
O 2.5918 1.0425 -1.1299 -0.07
H -1.3931 2.1817 -0.3572 0.10
H -0.3907 0.4481 2.5791 0.07
H 0.6367 0.7980 -1.9479 0.04
H 2.5654 2.0067 -1.3026 0.07
H -0.1050 -1.5290 -0.7646 0.02
H -0.7945 1.4116 -2.5377 0.08
N -0.3979 1.2070 1.9132 0.02
C -0.2347 0.7300 0.5881 -0.24
H -0.2387 -2.3409 0.9687 -0.01
H 0.5431 -0.0195 0.6934 0.10
O -0.1796 -2.7654 1.8500 -0.07
H -0.8450 -3.4483 1.7549 0.03
C -0.6960 1.3682 -0.4928 -0.20
H 2.4974 0.8610 -0.1782 0.04
H -1.3825 -1.1269 -1.3806 0.04
H -1.1516 1.8333 2.1160 0.07
```

Calculated values
HOMO-LUMO gap: 8.4 eV
E_LUMO: 0.702 eV
total charge: 0
energy relative to the best compared isomer or geometry (same formula, charge and spin): 1.238 eV
largest force on an atom: 0.0416 hartree/bohr

=====

# 7
CF3NO | ωB97M-V with the def2-TZVPD basis set

Geometry as XYZ:
```
6
Properties=species:S:1:pos:R:3:lowdin_charge:R:1
F 1.3529 -0.7956 0.3857 0.10
F -1.9133 -0.6006 0.3308 -0.09
O 0.6282 0.7150 -1.0381 0.21
F 1.1232 1.3068 1.0770 0.18
C 1.0247 0.4993 0.0296 -0.53
N -2.2155 -1.1249 -0.7850 0.13
```

Calculated values
HOMO-LUMO gap (spin up / spin down): 9.9 / 9.9 eV
E_LUMO (spin up / spin down): -0.636 / -0.652 eV
total charge: 0
energy relative to the best compared isomer or geometry (same formula, charge and spin): 0.922 eV
largest force on an atom: 0.0509 hartree/bohr

=====

# 8
CH2ClNO3S | ωB97M-V with the def2-TZVPD basis set

Geometry as XYZ:
```
9
Properties=species:S:1:pos:R:3:lowdin_charge:R:1
O 1.7486 0.8392 2.6810 0.19
Cl -1.3711 -0.0587 -3.1069 0.27
C 2.1465 -0.1172 2.1546 -0.47
O -2.5245 0.4980 0.0168 -0.54
O 2.5134 -1.0118 1.5607 0.21
N -0.1552 -0.4233 0.1397 -0.34
S -1.0791 0.7297 -0.1819 0.75
H -0.4327 -1.4412 0.4912 0.10
H -0.8461 0.9854 -3.7551 -0.17
```

Calculated values
HOMO-LUMO gap: 10.5 eV
E_LUMO: -0.494 eV
total charge: 0
energy relative to the best compared isomer or geometry (same formula, charge and spin): 0.317 eV
largest force on an atom: 0.0626 hartree/bohr

=====

# 9
C3H8N3O2 | ωB97M-V with the def2-TZVPD basis set

Geometry as XYZ:
```
16
Properties=species:S:1:pos:R:3:lowdin_charge:R:1
O -1.9588 -0.6402 0.4405 -0.11
N 0.4757 -1.8720 -0.1633 -0.01
N -2.0961 1.6406 0.2965 0.07
H -3.0680 1.4192 0.1156 0.05
H 2.7224 1.2245 -2.2981 0.06
C 1.2597 -0.8643 -0.1089 -0.39
C -1.5089 0.4543 0.8782 -0.84
H 0.8339 -0.3360 -1.9167 0.11
H 3.2922 -0.4387 -2.0046 0.07
H -2.0436 2.4055 0.9462 0.04
C 2.7435 0.4090 -1.5728 -0.15
O -0.6841 0.6355 1.7891 -0.07
N 1.3873 0.0621 -1.1670 -0.07
H -0.5019 -1.4077 0.0378 0.04
H 1.7312 -0.5200 0.8245 0.11
H 3.2938 0.7558 -0.6976 0.07
```

Calculated values
HOMO-LUMO gap: 7.2 eV
E_LUMO: 3.687 eV
total charge: -1
energy relative to the best compared isomer or geometry (same formula, charge and spin): 2.250 eV
largest force on an atom: 0.0342 hartree/bohr

=====

# 10
CH3NS2 | ωB97M-V with the def2-TZVPD basis set

Geometry as XYZ:
```
7
Properties=species:S:1:pos:R:3:lowdin_charge:R:1
H -1.3797 -0.7041 -0.6819 0.12
S 0.3397 1.7039 -0.9312 0.50
H -0.3124 -1.4062 0.7054 0.04
C -0.1512 -0.2959 0.7496 -0.26
H -0.6976 0.2824 1.4382 0.04
N 0.8091 0.4282 0.1472 -0.93
S 1.3921 -0.0082 -1.4273 0.50
```

Calculated values
HOMO-LUMO gap (spin up / spin down): 7.9 / 7.9 eV
E_LUMO (spin up / spin down): -0.747 / -0.747 eV
total charge: 0
energy relative to the best compared isomer or geometry (same formula, charge and spin): 5.369 eV
largest force on an atom: 0.1015 hartree/bohr

=====

# 11
C3H11N2O | ωB97M-V with the def2-TZVPD basis set

Geometry as XYZ:
```
17
Properties=species:S:1:pos:R:3:lowdin_charge:R:1
O 1.7006 -0.0263 -0.1671 -0.35
C -1.1461 0.1971 0.1999 -0.27
H -2.3687 -1.5329 0.6589 0.11
N 2.9383 -0.5022 -0.0143 -0.04
H -0.8323 -0.0308 2.1294 0.16
C -0.6104 0.7621 -1.1232 0.00
H 0.3856 0.7910 1.2859 0.08
H -0.7249 0.1556 -2.0133 0.10
N -0.4946 0.4353 1.2932 0.26
H 3.5278 -0.1146 0.8628 0.22
H 0.5072 0.9266 -0.9292 0.07
H -0.9643 1.7858 -1.1646 0.10
H 2.7881 -1.5386 -0.0527 0.17
H 3.4535 -0.1859 -0.9021 0.19
H -2.6604 -0.7096 -0.8142 0.09
C -2.4066 -0.5518 0.2100 0.02
H -3.0928 0.1391 0.5406 0.09
```

Calculated values
HOMO-LUMO gap: 9.7 eV
E_LUMO: -3.525 eV
total charge: +1
energy relative to the best compared isomer or geometry (same formula, charge and spin): 4.142 eV
largest force on an atom: 0.0883 hartree/bohr

=====

# 12
FH14InO7 | ωB97M-V with the def2-TZVPD basis set

Geometry as XYZ:
```
23
Properties=species:S:1:pos:R:3:lowdin_charge:R:1
O -2.5374 0.1746 0.5199 0.00
H -3.0939 -0.2061 -0.2042 0.13
F 0.2498 0.0497 -0.1058 -0.37
H 1.2087 -1.2878 0.4491 -0.03
H 1.6681 1.7847 0.6069 0.08
H -0.2195 1.4502 3.1722 0.16
H 1.6683 -0.0700 -1.2162 -0.04
H 1.8123 -2.7262 0.0512 0.04
H -2.3441 -0.5446 1.1378 0.12
O -0.3457 0.9300 2.3060 -0.06
H 1.3889 3.2043 1.0743 0.16
H 3.1060 -0.2741 -0.9054 0.04
H 0.0640 0.0676 2.4221 0.09
H -2.1495 0.0263 -2.2811 0.07
O -1.4357 0.5915 -2.0869 0.01
In -0.9080 1.6243 -0.0663 1.45
H -0.5598 -1.4174 -0.3547 -0.05
O 1.8944 -1.9591 0.5709 -0.02
O -0.8404 -2.1987 -0.8197 0.01
O 2.5326 0.2089 -1.5002 -0.03
H -0.8572 0.7367 -2.9013 0.18
H -1.3936 -2.6919 -0.2822 0.02
O 1.0917 2.5268 0.4133 0.02
```

Calculated values
HOMO-LUMO gap: 4.5 eV
E_LUMO: -12.665 eV
total charge: +2
energy relative to the best compared isomer or geometry (same formula, charge and spin): 4.282 eV
largest force on an atom: 0.0779 hartree/bohr